1:
ORCA calculation (wB97M-V/def2-TZVPD) on C5H8FNS in the gas phase.

```
! RIJCOSX wB97M-V def2-TZVPD def2/J DEFGRID3
* xyz 0 1
F 1.23628 0.33784 -1.95917
C 0.94286 -0.35049 -0.62370
C 1.30694 0.60067 0.58798
N 0.11024 1.32708 1.00177
C -0.97528 0.68653 0.39947
C -1.05214 -0.82897 0.68985
C -0.45278 -0.31932 -0.50978
S -1.46977 -0.88842 -1.89679
H 1.58473 -1.26614 -0.66109
H 2.01095 1.37602 0.34324
H 1.80532 -0.09281 1.37402
H 0.15716 1.25300 2.12896
H -1.88895 1.13430 0.01781
H -2.07265 -1.17160 0.60287
H -0.72064 -1.42771 1.56561
H -0.52226 -0.36999 -3.06103
*
```

Values from the calculation:
SMILES = F[C@H]1CN[C@@H]2C[C@]12S
HOMO-LUMO gap = 9.77 eV

Results of the Löwdin charge analysis, in e, for atoms 1 through 4: -0.146 -0.194 -0.147 -0.029



2:
ORCA calculation (wB97M-V/def2-TZVPD) on C5H8FNS in the gas phase.

```
! RIJCOSX wB97M-V def2-TZVPD def2/J DEFGRID3
* xyz 0 1
C -0.96664 1.33775 0.34288
C 0.26099 0.44794 0.15584
C -3.00604 -0.65919 -0.24313
C 1.47463 1.24991 -0.26217
C 1.49252 -1.60528 0.15973
N 0.24876 -0.77893 0.42041
F -4.29544 -0.97023 -0.08906
S -2.53543 0.89044 0.22920
H -0.86202 2.45780 0.30710
H -2.28641 -1.47626 -0.31182
H 1.87257 1.63949 0.67875
H 1.25187 2.12981 -0.96169
H 2.21163 0.61750 -0.74395
H 1.23778 -2.54301 0.73623
H 1.61169 -1.82798 -0.94495
H 2.28954 -0.90976 0.52663
*
```

Values from the calculation:
HOMO-LUMO gap (spin up / spin down) = 7.61 / 7.56 eV

Results of the Löwdin charge analysis, in e, for atoms 1 through 4: -0.463 -0.473 -0.469 -0.066



Relative to the most stable structure, the computed energies are 1 0.0; 2 59.0, all in kJ/mol.



1:
ORCA calculation (wB97M-V/def2-TZVPD) on C13H23NO3 in the gas phase.

```
! RIJCOSX wB97M-V def2-TZVPD def2/J DEFGRID3
* xyz 0 1
C 3.14156 2.87269 3.99509
C 2.03044 3.40136 3.09523
C 1.26987 2.29805 2.35741
C 2.10830 1.60763 1.28346
C 1.35873 0.48413 0.56585
C 0.20546 0.98812 -0.29936
C -0.37881 -0.10995 -1.18596
C -1.46438 0.38608 -2.10030
N -1.36381 1.49468 -2.69441
O -2.44444 1.84382 -3.51611
C -2.60012 -0.59341 -2.14797
C -2.06843 -1.82697 -1.42319
C -1.05201 -1.26034 -0.41716
C -0.06307 -2.32215 -0.00414
O 0.77184 -2.80575 -0.72250
O -0.24228 -2.68707 1.27174
C 0.62720 -3.69860 1.76268
H 2.74364 2.15304 4.70756
H 3.92045 2.38683 3.41343
H 3.59642 3.68923 4.55146
H 1.32075 3.96141 3.70913
H 2.45346 4.09522 2.36529
H 0.38878 2.74247 1.89124
H 0.92576 1.55426 3.08031
H 2.43446 2.34806 0.54952
H 3.00089 1.18156 1.74478
H 0.97947 -0.22084 1.30905
H 2.06369 -0.05463 -0.07216
H 0.55676 1.79066 -0.94951
H -0.58943 1.39235 0.32965
H 0.42213 -0.53677 -1.80251
H -2.18200 2.69448 -3.89286
H -2.90795 -0.78839 -3.17566
H -3.45738 -0.15818 -1.62740
H -2.85302 -2.40214 -0.93361
H -1.54413 -2.47792 -2.12531
H -1.56331 -0.88340 0.47185
H 0.52767 -4.60630 1.16449
H 0.33086 -3.88322 2.79183
H 1.66399 -3.35934 1.71566
*
```

Values from the calculation:
SMILES = CCCCCC[C@@H]1/C(=N/O)CC[C@H]1C(=O)OC
HOMO-LUMO gap = 10.35 eV

Results of the Löwdin charge analysis, in e, for atoms 1 through 4: -0.116 -0.270 -0.228 -0.212



2:
ORCA calculation (wB97M-V/def2-TZVPD) on a 2-piece molecular cluster, C13H23NO3 overall.

```
! RIJCOSX wB97M-V def2-TZVPD def2/J DEFGRID3
* xyz 0 1
C 3.40972 2.30798 -1.49069
C 4.24384 1.29542 -0.69345
C 3.80735 1.43622 0.74622
C 2.26534 0.83969 0.95716
C 2.09976 -0.80096 0.58927
O 2.97998 -1.44122 0.64537
N 0.72051 -1.24995 0.91017
C -0.42782 -0.33735 0.66108
H -0.32152 0.61619 1.20261
H -1.10397 -0.98670 1.33865
C -0.98685 0.06930 -0.63998
C -2.52937 0.19409 -0.67863
O -3.24744 -0.90672 -0.92231
O -2.65807 1.43592 -0.14064
C -4.06036 1.68912 -0.10764
C -4.61693 1.23345 1.51546
H -4.49235 0.01848 1.51346
H -3.95343 1.62978 2.25251
H -5.46193 1.71617 1.47035
H -4.10587 2.83908 0.03807
H -4.69895 1.23746 -0.85848
H -0.59470 0.87188 -0.91403
C -0.58174 -1.23275 -1.46979
C -0.59289 -2.56368 -0.50174
C 0.59767 -2.33802 0.11436
H 1.62980 -2.84138 -0.06757
H 0.37968 -3.29232 1.24302
H -1.45910 -2.58174 -0.21905
H -0.43933 -3.51997 -1.19785
H 0.43327 -1.23049 -1.92025
H -1.31015 -1.34618 -2.36436
H 1.87848 1.04929 1.88943
H 1.57094 1.45954 0.34161
H 3.72336 2.23788 1.13111
H 4.27601 0.63244 1.35598
H 3.98736 0.49721 -1.03638
H 5.18717 1.52753 -0.89997
H 3.78347 2.32466 -2.30986
H 2.28382 2.11109 -1.64798
H 3.33350 3.44198 -1.07397
*
```

Values from the calculation:
HOMO-LUMO gap = 8.31 eV

Results of the Löwdin charge analysis, in e, for atoms 1 through 4: -0.072 -0.183 -0.112 -0.021



Relative to the most stable structure, the computed energies are 1 0.0; 2 1240.6, all in kJ/mol.



1:
ORCA calculation (wB97M-V/def2-TZVPD) on C3H8OSi in the gas phase.

```
! RIJCOSX wB97M-V def2-TZVPD def2/J DEFGRID3
* xyz 0 1
C -0.03797 -0.12415 -0.14064
C -0.09103 -1.55520 0.15543
C -1.37024 0.53053 0.06468
O 1.33260 1.09639 1.29506
Si 1.51706 0.97982 -0.29152
H -1.05726 -1.95346 -0.06911
H 0.28630 -1.60935 1.24629
H 0.68798 -2.17323 -0.43025
H -1.74301 0.78195 -0.99001
H -1.18941 1.66986 0.23054
H -2.23314 0.15005 0.76941
H 2.25385 -0.10498 -0.90487
H 1.64428 2.31178 -0.93500
*
```

Values from the calculation:
HOMO-LUMO gap (spin up / spin down) = 8.50 / 8.50 eV

Results of the Löwdin charge analysis, in e, for atoms 1 through 4: -0.307 -0.111 -0.137 -0.394



2:
ORCA calculation (wB97M-V/def2-TZVPD) on C3H8OSi in the gas phase.

```
! RIJCOSX wB97M-V def2-TZVPD def2/J DEFGRID3
* xyz 0 1
C 2.15715 -0.00148 0.38083
C 1.15014 0.27619 -0.42771
C -0.15885 0.85032 -0.01099
Si -1.38858 -0.51992 0.37214
O -2.56338 0.55934 0.16147
H 3.05788 -0.48060 0.03875
H 2.12223 0.25217 1.43154
H 1.21314 -0.00212 -1.47429
H -0.56794 1.47785 -0.79862
H -0.03066 1.47132 0.87590
H -1.48154 -1.62070 -0.58840
H -1.30123 -1.05908 1.72734
H -3.49123 0.37360 0.29959
*
```

Values from the calculation:
SMILES = C=CC[SiH2]O
HOMO-LUMO gap = 9.78 eV

Results of the Löwdin charge analysis, in e, for atoms 1 through 4: -0.027 -0.287 -0.304 0.520



3:
ORCA calculation (wB97M-V/def2-TZVPD) on C3H8OSi in the gas phase.

```
! RIJCOSX wB97M-V def2-TZVPD def2/J DEFGRID3
* xyz 0 1
C -2.14013 -0.05070 -0.10758
C -0.72609 -0.49949 0.13947
O -0.38653 -1.65931 0.10360
C 0.37808 0.56085 0.17595
Si 2.12692 -0.20128 -0.05178
H -2.13147 0.27350 -1.10246
H -2.76635 -0.78511 0.19059
H -2.33745 0.79141 0.39671
H 0.23528 1.39699 -0.47502
H 0.18631 1.16157 1.03972
H 2.23601 -0.47495 -1.43920
H 2.30730 -1.42178 0.72923
H 3.01812 0.90830 0.40076
*
```

Values from the calculation:
SMILES = CC(=O)C[SiH3]
HOMO-LUMO gap = 10.61 eV

Results of the Löwdin charge analysis, in e, for atoms 1 through 4: 0.010 -0.490 0.035 -0.305



Relative to the most stable structure, the computed energies are 1 293.7; 2 0.0; 3 114.5, all in kJ/mol.



1:
ORCA calculation (wB97M-V/def2-TZVPD) on C4H8O4 as an isolated structure.

```
! RIJCOSX wB97M-V def2-TZVPD def2/J DEFGRID3
* xyz 0 1
C -0.95023 0.29301 1.42123
C 1.76698 -1.25270 -0.69031
C -0.59154 1.81242 -0.79037
C -0.13338 -0.59236 0.52081
O 1.13994 -0.37555 0.27924
O -1.17987 0.59109 -0.39523
O -1.91272 -0.26991 1.96252
O -0.63329 -1.79432 0.40882
H -1.46786 -1.70749 0.98159
H -0.49094 1.22209 1.78002
H 2.78289 -0.88037 -0.79300
H 1.76636 -2.27640 -0.31581
H 1.23268 -1.19982 -1.64044
H -0.93678 2.64262 -0.16146
H 0.50476 1.77981 -0.74674
H -0.89701 2.00787 -1.82087
*
```

Values from the calculation:
HOMO-LUMO gap = 10.22 eV

Results of the Löwdin charge analysis, in e, for atoms 1 through 4: -0.260 0.002 -0.138 -0.449



2:
ORCA calculation (wB97M-V/def2-TZVPD) on a 2-piece molecular cluster, C4H8O4 overall.

```
! RIJCOSX wB97M-V def2-TZVPD def2/J DEFGRID3
* xyz 0 1
C 1.32671 0.21434 -1.52564
C 0.92564 -1.09399 -0.92595
O 1.54992 -1.77498 -0.15313
O -0.29078 -1.44603 -1.35898
O -0.74563 -2.65385 -0.80757
H 0.65163 0.47671 -2.33370
H 1.27741 0.97477 -0.74817
H 2.35175 0.15115 -1.88103
H 0.00817 -2.93051 -0.23433
C -0.30697 0.78122 1.80099
C -1.36424 0.93791 1.02233
O -2.13009 2.04998 0.94578
H 0.02641 1.56121 2.46701
H 0.25341 -0.13332 1.81107
H -1.72549 0.17484 0.34849
H -1.80788 2.71056 1.57283
*
```

Values from the calculation:
SMILES = CC(=O)OO.C=CO
HOMO-LUMO gap = 10.08 eV

Results of the Löwdin charge analysis, in e, for atoms 1 through 4: 0.033 -0.553 0.097 -0.017



Relative to the most stable structure, the computed energies are 1 0.0; 2 62.6, all in kJ/mol.